# C39H34NiOP2Si

C39H34NiOP2Si as an isolated structure (ωB97M-V/def2-TZVPD, the Open Molecules 2025 dataset).

Output
- ΔE to the lowest compared entry with this formula, charge and spin (kcal per mole) = 5.9
- expectation value of S² = 2.013
- F_max (eV/A) = 0.82
- E_HOMO (alpha / beta) (Ha) = -0.2387 / -0.2752
- spin multiplicity = 3
- Kohn-Sham gap (alpha / beta) (eV) = 7.2263 / 7.0503
- lowest unoccupied orbital energy (alpha / beta) (eV) = 0.732 / -0.439
- M (u) = 667.43

Element x y z (Å)
1 Ni -0.201 0.385 0.288
2 C 3.291 -0.398 -1.290
3 Si 2.010 0.098 0.041
4 C 2.564 1.910 0.476
5 C 3.868 2.206 0.876
6 C 4.256 3.509 1.145
7 C 3.345 4.550 1.010
8 C 2.045 4.283 0.615
9 C 1.653 2.969 0.360
10 P -0.043 2.540 -0.169
11 C -1.172 3.442 0.928
12 C -2.517 3.546 0.564
13 C -3.444 4.051 1.459
14 C -3.043 4.447 2.729
15 C -1.713 4.335 3.101
16 C -0.780 3.834 2.206
17 C -0.168 3.376 -1.782
18 C -0.656 4.665 -1.966
19 C -0.676 5.223 -3.237
20 C -0.209 4.502 -4.325
21 C 0.279 3.214 -4.148
22 C 0.292 2.652 -2.882
23 C 2.503 -0.923 1.606
24 C 3.750 -1.532 1.757
25 C 4.073 -2.228 2.913
26 C 3.153 -2.326 3.948
27 C 1.907 -1.734 3.819
28 C 1.578 -1.050 2.650
29 P -0.053 -0.252 2.443
30 C -0.159 0.638 4.038
31 C 0.832 1.598 4.259
32 C 0.841 2.350 5.419
33 C -0.146 2.157 6.377
34 C -1.127 1.200 6.170
35 C -1.136 0.441 5.006
36 C -1.280 -1.594 2.575
37 C -2.629 -1.229 2.531
38 C -3.614 -2.200 2.478
39 C -3.263 -3.544 2.444
40 C -1.927 -3.910 2.467
41 C -0.935 -2.941 2.528
42 H 4.301 -0.206 -0.923
43 H 3.149 0.191 -2.198
44 H 3.209 -1.456 -1.548
45 H 4.588 1.401 0.983
46 H 5.272 3.717 1.458
47 H 3.652 5.570 1.210
48 H 1.332 5.094 0.514
49 H -2.829 3.204 -0.416
50 H -4.486 4.123 1.176
51 H -3.772 4.838 3.428
52 H -1.396 4.633 4.094
53 H 0.256 3.738 2.501
54 H -1.021 5.235 -1.120
55 H -1.059 6.225 -3.379
56 H -0.229 4.941 -5.314
57 H 0.638 2.648 -4.997
58 H 0.653 1.640 -2.727
59 H 4.483 -1.463 0.961
60 H 5.048 -2.690 3.012
61 H 3.406 -2.865 4.853
62 H 1.190 -1.807 4.629
63 H 1.609 1.739 3.512
64 H 1.616 3.090 5.577
65 H -0.146 2.746 7.285
66 H -1.891 1.037 6.920
67 H -1.901 -0.311 4.869
68 H -2.898 -0.178 2.509
69 H -4.657 -1.910 2.450
70 H -4.034 -4.301 2.379
71 H -1.653 -4.958 2.436
72 H 0.109 -3.230 2.532
73 C -1.916 -1.657 -1.192
74 C -1.820 -0.285 -0.543
75 O -2.794 0.411 -0.418
76 H -2.958 -1.979 -1.197
77 H -1.293 -2.379 -0.666
78 H -1.551 -1.573 -2.218



# C39H35AsN5O3S2Y

C39H35AsN5O3S2Y as an isolated structure at a distorted geometry (ωB97M-V/def2-TZVPD, the Open Molecules 2025 dataset).

Output
- ΔE to the lowest compared entry with this formula, charge and spin (kcal per mole) = 20.5
- expectation value of S² = 0.768
- F_max (eV/A) = 2.68
- E_HOMO (alpha / beta) (Ha) = -0.1022 / -0.1776
- spin multiplicity = 2
- total charge = -1
- Kohn-Sham gap (alpha / beta) (eV) = 5.2674 / 7.3191
- lowest unoccupied orbital energy (alpha / beta) (eV) = 2.487 / 2.486
- M (u) = 849.70

Element x y z (Å)
1 Y 8.594 13.754 13.327
2 C 12.344 13.428 10.775
3 C 11.684 13.827 12.076
4 O 10.361 13.843 12.028
5 C 12.359 14.066 13.268
6 C 11.745 14.475 14.537
7 C 12.574 14.722 15.756
8 N 10.456 14.451 14.717
9 N 9.997 14.808 15.979
10 C 8.733 15.179 15.938
11 O 7.991 15.260 14.908
12 C 8.100 15.526 17.229
13 C 8.788 15.637 18.394
14 C 8.170 15.970 19.601
15 C 6.805 16.234 19.572
16 C 6.072 16.195 18.385
17 C 6.752 15.874 17.216
18 H 12.062 12.384 10.525
19 H 13.409 13.518 10.732
20 H 11.905 14.114 10.020
21 H 13.433 14.025 13.239
22 H 13.673 14.664 15.501
23 H 12.330 13.938 16.483
24 H 12.434 15.694 16.225
25 H 9.869 15.415 18.414
26 H 8.787 16.160 20.468
27 H 6.288 16.671 20.419
28 H 5.019 16.469 18.338
29 H 6.268 15.782 16.255
30 O 7.279 12.528 11.896
31 N 6.437 12.895 10.943
32 C 5.885 11.962 10.156
33 C 4.911 12.211 9.246
34 C 4.415 13.570 9.148
35 C 5.097 14.537 9.879
36 C 6.152 14.219 10.762
37 S 6.926 15.375 11.736
38 H 6.305 10.970 10.175
39 H 4.504 11.397 8.625
40 H 3.592 13.840 8.532
41 H 4.718 15.522 9.908
42 S 7.651 11.942 15.183
43 C 9.032 11.052 15.794
44 N 9.834 11.814 16.657
45 C 11.045 11.274 17.156
46 C 11.261 9.960 16.912
47 C 10.381 9.238 16.148
48 N 9.277 9.827 15.529
49 H 9.714 12.818 16.706
50 H 11.770 11.841 17.706
51 H 12.129 9.464 17.300
52 H 10.395 8.139 15.915
53 C 8.682 10.854 7.684
54 C 8.392 9.680 8.363
55 C 8.620 9.514 9.727
56 C 9.058 10.573 10.497
57 C 9.313 11.806 9.857
58 C 9.072 11.961 8.490
59 As 9.568 10.430 12.401
60 C 8.553 8.782 12.722
61 C 9.138 7.534 12.829
62 C 8.375 6.408 13.142
63 C 6.988 6.530 13.187
64 C 6.404 7.817 13.080
65 C 7.182 8.948 12.785
66 C 11.362 9.628 12.302
67 C 12.202 9.681 13.384
68 C 13.495 9.188 13.296
69 C 13.930 8.501 12.166
70 C 13.068 8.407 11.095
71 C 11.792 8.981 11.158
72 H 8.536 10.979 6.638
73 H 8.019 8.828 7.789
74 H 8.319 8.615 10.145
75 H 9.566 12.688 10.410
76 H 9.252 12.942 8.039
77 H 10.167 7.395 12.608
78 H 8.851 5.416 13.274
79 H 6.343 5.712 13.489
80 H 5.325 7.977 13.183
81 H 6.707 9.928 12.791
82 H 11.890 10.090 14.362
83 H 14.177 9.323 14.126
84 H 14.928 8.057 12.174
85 H 13.374 7.819 10.257
86 H 11.179 8.911 10.287



# C39H35BrF3GdN5O4

C39H35BrF3GdN5O4 as an isolated structure at a distorted geometry (ωB97M-V/def2-TZVPD, the Open Molecules 2025 dataset).

Output
- ΔE to the lowest compared entry with this formula, charge and spin (kcal per mole) = 0.0
- expectation value of S² = 15.877
- F_max (eV/A) = 2.31
- E_HOMO (alpha / beta) (Ha) = -0.3105 / -0.3782
- spin multiplicity = 8
- total charge = +1
- Kohn-Sham gap (alpha / beta) (eV) = 5.2348 / 4.7945
- lowest unoccupied orbital energy (alpha / beta) (eV) = -3.215 / -5.497
- M (u) = 931.89

Element x y z (Å)
1 Gd 1.571 -0.486 -0.653
2 C -2.905 -2.062 -6.454
3 C -2.365 -1.982 -5.060
4 C -3.177 -1.877 -3.963
5 C -2.686 -1.569 -2.665
6 C -3.693 -1.433 -1.694
7 N -3.761 -0.672 -0.624
8 C -2.915 0.456 -0.316
9 C -3.422 1.208 0.910
10 C -3.267 0.437 2.217
11 N -1.917 -0.019 2.441
12 C -1.579 -0.678 3.518
13 C -0.410 -1.426 3.655
14 C -0.196 -2.068 4.893
15 C 0.816 -2.971 5.071
16 C 0.986 -3.703 6.359
17 C 1.669 -3.209 3.986
18 C 1.553 -2.579 2.755
19 C 2.548 -2.923 1.767
20 N 2.748 -2.416 0.608
21 C 3.901 -2.974 -0.096
22 C 4.003 -2.560 -1.560
23 C 2.891 -3.110 -2.455
24 N 1.616 -2.422 -2.314
25 C 0.948 -2.322 -3.400
26 C -0.434 -1.918 -3.559
27 C -0.985 -2.080 -4.814
28 C -1.251 -1.475 -2.448
29 O -0.738 -1.122 -1.349
30 C 0.475 -1.648 2.524
31 O 0.264 -1.094 1.404
32 H -3.966 -1.828 -6.469
33 H -2.766 -3.056 -6.880
34 H -2.389 -1.351 -7.099
35 H -4.248 -1.946 -4.088
36 H -4.595 -2.010 -1.885
37 H -4.600 -0.733 -0.060
38 H -2.925 1.123 -1.184
39 H -1.880 0.115 -0.195
40 H -4.476 1.464 0.785
41 H -2.880 2.149 0.982
42 H -3.926 -0.442 2.232
43 H -3.568 1.087 3.045
44 H -1.214 -0.051 1.692
45 H -2.287 -0.683 4.340
46 H -0.875 -1.845 5.702
47 H 0.475 -3.190 7.168
48 H 2.036 -3.805 6.613
49 H 0.563 -4.702 6.270
50 H 2.474 -3.913 4.137
51 H 3.216 -3.725 2.111
52 H 3.881 -4.072 -0.023
53 H 4.809 -2.623 0.414
54 H 4.948 -2.952 -1.946
55 H 4.038 -1.467 -1.649
56 H 2.717 -4.170 -2.215
57 H 3.229 -3.051 -3.500
58 H 1.390 -2.665 -4.343
59 H -0.331 -2.348 -5.632
60 Br -0.741 2.964 -0.427
61 C -0.341 2.400 -2.192
62 C -0.913 3.028 -3.281
63 C -0.508 2.615 -4.543
64 C 0.491 1.660 -4.645
65 C 1.001 1.104 -3.479
66 N 0.548 1.429 -2.264
67 C 2.233 0.185 -3.486
68 O 2.548 -0.351 -4.537
69 O 2.810 0.109 -2.367
70 H -1.632 3.818 -3.141
71 H -0.936 3.073 -5.422
72 H 0.904 1.353 -5.593
73 F -0.145 6.921 5.345
74 C 0.325 7.111 4.097
75 F -0.723 7.583 3.382
76 F 1.209 8.113 4.167
77 C 0.864 5.844 3.498
78 C 1.986 5.840 2.678
79 C 2.384 4.667 2.067
80 C 1.667 3.487 2.267
81 C 0.571 3.493 3.135
82 C 0.167 4.664 3.737
83 C 1.940 2.312 1.519
84 C 2.022 1.314 0.825
85 H 2.543 6.749 2.515
86 H 3.249 4.656 1.421
87 H 0.034 2.573 3.318
88 H -0.689 4.671 4.394



# C39H35ClN2Si2Tb

C39H35ClN2Si2Tb as an isolated structure at a distorted geometry (ωB97M-V/def2-TZVPD, the Open Molecules 2025 dataset).

Output
- ΔE to the lowest compared entry with this formula, charge and spin (kcal per mole) = 14.0
- expectation value of S² = 12.714
- F_max (eV/A) = 4.12
- E_HOMO (alpha / beta) (Ha) = -0.3248 / -0.3201
- spin multiplicity = 7
- total charge = +1
- Kohn-Sham gap (alpha / beta) (eV) = 4.4926 / 4.3812
- lowest unoccupied orbital energy (alpha / beta) (eV) = -4.346 / -4.329
- M (u) = 782.27

Element x y z (Å)
1 C -1.421 -0.825 4.959
2 C -2.237 -0.204 3.962
3 C -2.290 -1.077 2.831
4 H -2.786 0.730 4.074
5 C -1.509 -2.231 3.128
6 C -0.969 -2.080 4.438
7 H -0.383 -2.823 4.979
8 H -1.224 -0.445 5.963
9 H -2.883 -0.929 1.932
10 H -1.404 -3.104 2.488
11 Tb 0.066 -0.261 3.134
12 Si 1.664 -0.059 -3.868
13 C 1.307 1.486 -4.840
14 C 2.126 2.030 -5.854
15 H 3.118 1.606 -6.058
16 C 1.638 3.084 -6.644
17 H 2.253 3.462 -7.467
18 C 0.383 3.657 -6.381
19 H 0.026 4.510 -6.964
20 C -0.412 3.135 -5.354
21 H -1.380 3.573 -5.109
22 C 0.027 2.027 -4.628
23 H -0.659 1.572 -3.906
24 C 1.651 -1.475 -5.066
25 C 0.637 -1.394 -6.043
26 H 0.165 -0.431 -6.276
27 C 0.170 -2.558 -6.662
28 H -0.671 -2.484 -7.348
29 C 0.753 -3.793 -6.366
30 H 0.348 -4.701 -6.812
31 C 1.845 -3.854 -5.488
32 H 2.319 -4.813 -5.276
33 C 2.314 -2.701 -4.846
34 H 3.158 -2.762 -4.151
35 H 0.418 -0.379 -3.141
36 Si 0.020 -0.015 -0.016
37 C -0.678 -1.624 -0.616
38 C -1.862 -1.719 -1.380
39 H -2.343 -0.815 -1.752
40 C -2.486 -2.957 -1.585
41 H -3.425 -2.997 -2.135
42 C -1.954 -4.129 -1.037
43 H -2.458 -5.093 -1.184
44 C -0.768 -4.056 -0.289
45 H -0.366 -4.956 0.182
46 C -0.131 -2.827 -0.095
47 H 0.758 -2.810 0.547
48 C -1.059 1.408 -0.579
49 C -2.306 1.516 0.092
50 H -2.550 0.840 0.921
51 C -3.224 2.509 -0.244
52 H -4.133 2.609 0.342
53 C -2.959 3.382 -1.303
54 H -3.688 4.142 -1.579
55 C -1.751 3.276 -1.997
56 H -1.548 3.941 -2.836
57 C -0.773 2.356 -1.586
58 H 0.219 2.355 -2.052
59 H 2.762 0.073 -2.865
60 Cl 2.038 0.251 -0.256
61 C -0.666 3.756 5.231
62 C 0.238 3.772 6.289
63 C 1.098 2.687 6.460
64 C 1.128 1.655 5.510
65 N 0.269 1.683 4.429
66 C -0.654 2.679 4.340
67 C 1.945 0.423 5.676
68 C 2.792 0.196 6.772
69 C 3.451 -1.026 6.904
70 C 3.161 -2.052 6.009
71 C 2.250 -1.817 4.977
72 N 1.728 -0.581 4.755
73 H -1.394 4.551 5.097
74 H 0.273 4.600 6.989
75 H 1.724 2.595 7.346
76 H -1.392 2.575 3.533
77 H 2.889 0.977 7.523
78 H 4.163 -1.169 7.709
79 H 3.606 -3.038 6.105
80 H 1.900 -2.612 4.304



# C39H35CrN2O3

C39H35CrN2O3 as an isolated structure at a distorted geometry (ωB97M-V/def2-TZVPD, the Open Molecules 2025 dataset).

Output
- ΔE to the lowest compared entry with this formula, charge and spin (kcal per mole) = 13.6
- expectation value of S² = 3.822
- F_max (eV/A) = 4.86
- E_HOMO (alpha / beta) (Ha) = -0.4548 / -0.4913
- spin multiplicity = 4
- total charge = +2
- Kohn-Sham gap (alpha / beta) (eV) = 7.1845 / 5.3286
- lowest unoccupied orbital energy (alpha / beta) (eV) = -5.192 / -8.041
- M (u) = 631.72

Element x y z (Å)
1 C -1.020 -4.935 -3.207
2 C -0.417 -4.285 -1.996
3 C 0.351 -3.125 -2.118
4 C 0.918 -2.506 -0.994
5 C 1.713 -1.269 -1.217
6 C 0.757 -3.114 0.265
7 N 1.403 -2.559 1.389
8 C 1.410 -1.217 1.645
9 N 2.081 -1.086 2.829
10 C 2.318 0.167 3.426
11 C 1.246 1.069 3.499
12 C -0.081 0.696 2.928
13 C 1.443 2.278 4.179
14 C 2.706 2.637 4.665
15 C 2.914 3.966 5.333
16 C 3.765 1.736 4.520
17 C 3.596 0.497 3.894
18 C 4.761 -0.407 3.675
19 C 2.506 -2.346 3.292
20 C 2.075 -3.253 2.418
21 C -0.050 -4.251 0.422
22 C -0.375 -4.804 1.768
23 C -0.608 -4.829 -0.723
24 H -1.651 -5.775 -2.901
25 H -1.634 -4.225 -3.776
26 H -0.242 -5.313 -3.884
27 H 0.523 -2.676 -3.100
28 H 2.003 -0.772 -0.273
29 H 2.612 -1.487 -1.821
30 H 1.111 -0.558 -1.791
31 H -0.717 1.587 2.863
32 H 0.031 0.277 1.898
33 H -0.606 -0.053 3.549
34 H 0.591 2.950 4.312
35 H 3.972 4.092 5.588
36 H 2.613 4.795 4.678
37 H 2.325 4.048 6.257
38 H 4.753 1.995 4.906
39 H 5.665 0.124 3.989
40 H 4.701 -1.325 4.272
41 H 4.896 -0.682 2.620
42 H 3.042 -2.460 4.213
43 H 2.194 -4.318 2.404
44 H -1.148 -5.568 1.636
45 H 0.482 -5.297 2.240
46 H -0.779 -4.051 2.457
47 H -1.211 -5.730 -0.605
48 O -6.074 3.205 -4.034
49 C -5.296 2.352 -4.185
50 Cr -3.807 1.214 -4.563
51 C -2.824 2.760 -4.105
52 O -2.348 3.800 -3.876
53 C -3.920 2.069 -6.281
54 O -4.022 2.781 -7.197
55 C -4.671 -0.760 -4.838
56 C -4.758 -0.396 -3.486
57 C -3.618 0.043 -2.804
58 C -2.345 0.041 -3.421
59 C -1.174 0.514 -2.705
60 C -0.380 1.210 -2.068
61 C 0.647 1.859 -1.438
62 C 0.402 2.776 -0.371
63 C 1.455 3.560 0.171
64 C 1.221 4.431 1.225
65 C -0.068 4.543 1.763
66 C -1.127 3.800 1.227
67 C -0.904 2.939 0.158
68 C -2.296 -0.246 -4.804
69 C -3.433 -0.683 -5.496
70 H -5.565 -1.078 -5.379
71 H -5.715 -0.428 -2.960
72 H -3.689 0.372 -1.765
73 H 1.682 1.767 -1.786
74 H 2.444 3.470 -0.279
75 H 2.041 5.031 1.625
76 H -0.253 5.231 2.588
77 H -2.135 3.900 1.632
78 H -1.721 2.374 -0.297
79 H -1.340 -0.147 -5.321
80 H -3.351 -0.945 -6.553



# C39H36BBrN3P2Rh

C39H36BBrN3P2Rh as an isolated structure at a distorted geometry (ωB97M-V/def2-TZVPD, the Open Molecules 2025 dataset).

Output
- F_max (eV/A) = 4.91
- E_HOMO (alpha / beta) (Ha) = -0.4864 / -0.4864
- total charge = +2
- Kohn-Sham gap (alpha / beta) (eV) = 5.1650 / 5.1641
- lowest unoccupied orbital energy (alpha / beta) (eV) = -8.071 / -8.072
- M (u) = 802.31

Element x y z (Å)
1 Rh 0.372 0.093 -0.765
2 Br 6.358 -4.553 -1.224
3 C 5.145 -3.105 -1.319
4 C 3.878 -3.302 -1.888
5 C 2.990 -2.263 -1.956
6 C 3.334 -0.976 -1.466
7 C 4.627 -0.805 -0.888
8 C 5.513 -1.845 -0.826
9 N 2.461 0.045 -1.554
10 C 2.903 1.324 -1.581
11 C 2.144 2.347 -1.027
12 C 2.588 3.694 -1.012
13 C 1.867 4.649 -0.354
14 C 0.695 4.259 0.310
15 C 0.292 2.944 0.240
16 N 0.952 1.995 -0.423
17 H 3.628 -4.271 -2.289
18 H 2.029 -2.397 -2.429
19 H 4.904 0.165 -0.497
20 H 6.489 -1.698 -0.390
21 H 3.838 1.536 -2.085
22 H 3.511 3.930 -1.512
23 H 2.187 5.680 -0.338
24 H 0.100 4.972 0.855
25 H -0.628 2.645 0.724
26 C -1.628 0.388 1.974
27 C -2.608 0.201 0.825
28 P -1.968 0.574 -0.882
29 C -3.341 -0.178 -1.816
30 C -3.824 -1.442 -1.463
31 C -5.035 -1.884 -1.959
32 C -5.755 -1.100 -2.849
33 C -5.231 0.110 -3.279
34 C -4.030 0.570 -2.772
35 C -2.148 2.332 -1.314
36 C -1.380 2.758 -2.400
37 C -1.505 4.047 -2.880
38 C -2.393 4.923 -2.271
39 C -3.145 4.508 -1.182
40 C -3.029 3.215 -0.698
41 P 0.080 -0.236 1.622
42 C 1.036 0.415 3.023
43 C 0.779 1.682 3.546
44 C 1.447 2.114 4.677
45 C 2.407 1.312 5.273
46 C 2.707 0.075 4.723
47 C 2.031 -0.373 3.604
48 C 0.135 -2.030 1.910
49 C 1.250 -2.682 1.380
50 C 1.462 -4.021 1.639
51 C 0.554 -4.721 2.423
52 C -0.573 -4.088 2.918
53 C -0.786 -2.743 2.667
54 H -1.995 -0.121 2.870
55 H -1.543 1.447 2.227
56 H -3.512 0.794 0.993
57 H -2.919 -0.846 0.782
58 H -3.262 -2.078 -0.792
59 H -5.427 -2.838 -1.641
60 H -6.715 -1.433 -3.208
61 H -5.771 0.710 -3.995
62 H -3.648 1.526 -3.100
63 H -0.695 2.055 -2.870
64 H -0.920 4.371 -3.725
65 H -2.499 5.928 -2.644
66 H -3.835 5.192 -0.715
67 H -3.634 2.896 0.137
68 H 0.054 2.337 3.091
69 H 1.213 3.081 5.094
70 H 2.922 1.652 6.157
71 H 3.465 -0.548 5.172
72 H 2.262 -1.347 3.198
73 H 1.953 -2.122 0.773
74 H 2.330 -4.521 1.243
75 H 0.728 -5.761 2.644
76 H -1.287 -4.644 3.508
77 H -1.658 -2.259 3.079
78 B -0.615 -4.175 -1.979
79 C -0.358 -2.752 -1.546
80 N -0.076 -1.670 -1.220
81 H -1.767 -4.483 -2.049
82 H -0.208 -4.890 -1.116
83 H -0.264 -4.288 -3.109